A 13-piece molecular cluster, C6H39NO13 overall at a distorted geometry, computed with ωB97M-V with the def2-TZVPD basis set.

Output
Frontier orbital gap (eV): 9.1

The geometry in ORCA input format:
```
! wB97M-V def2-TZVPD RIJCOSX def2/J DEFGRID3
* xyz 0 1
C -1.355 0.607 -0.912
O -2.349 1.373 -0.243
C 0.054 0.600 -0.167
C 0.904 -0.583 -0.564
C 2.379 -0.456 -0.088
C 3.325 -0.971 -1.207
C 2.734 -1.010 1.278
N 0.764 1.834 -0.618
H -1.194 1.122 -1.897
H -1.706 -0.408 -1.013
H -3.181 0.953 -0.543
H -0.058 0.755 0.927
H 0.834 -0.754 -1.650
H 0.398 -1.459 -0.152
H 2.524 0.659 -0.026
H 3.084 -0.612 -2.211
H 3.342 -2.053 -1.190
H 4.328 -0.518 -1.111
H 2.074 -0.768 2.086
H 2.932 -2.091 1.072
H 3.721 -0.730 1.638
H 0.978 2.166 -1.531
H 0.232 2.579 -0.182
H -0.443 -3.293 -2.068
H -1.125 -2.506 -0.942
O -0.913 -2.466 -1.909
H -1.313 -1.455 3.128
H 0.279 -1.314 2.957
O -0.448 -1.902 3.158
H 1.227 -2.923 -3.505
H 3.228 1.604 -2.717
O 1.481 -3.170 -2.607
H 1.966 2.061 3.255
H 0.986 2.404 4.516
O 1.074 2.013 3.646
H -0.393 -3.003 1.403
H -1.387 -2.006 0.856
O -1.117 -2.928 0.773
H -2.879 3.269 -0.458
H -1.588 3.903 -0.151
O -2.528 4.027 0.042
H -2.241 0.235 2.591
H -2.943 -0.335 1.270
O -2.548 -0.588 2.107
H -0.709 1.897 3.284
H -2.209 2.255 3.621
O -1.620 1.563 3.270
H -3.970 -2.112 -0.880
H -2.679 -2.086 -1.705
O -3.461 -1.545 -1.467
H -1.100 -1.816 -3.454
H -2.110 -0.778 -3.759
O -1.295 -1.154 -4.151
H 2.893 3.550 1.946
H 3.704 2.291 1.746
O 3.317 2.821 2.468
H 2.401 1.846 -4.087
H 1.326 -2.331 -2.144
O 2.628 2.162 -3.211
*
```

---

An isolated ion of composition C7H12N and charge +1 at a distorted geometry, computed with ωB97M-V with the def2-TZVPD basis set.

Output
Frontier orbital gap (eV): 6.4

The geometry in ORCA input format:
```
! wB97M-V def2-TZVPD RIJCOSX def2/J DEFGRID3
* xyz 1 1
C 0.289 -1.629 -1.361
C 0.454 -0.687 -0.375
C 0.661 0.430 0.927
C -0.476 1.153 1.180
C 0.512 -2.994 -0.830
C 0.056 -1.284 -2.841
C -0.367 2.137 2.311
N -0.713 3.407 1.765
H -1.276 0.947 0.405
H -0.228 -3.554 -1.426
H 0.400 -3.036 0.190
H 1.542 -3.268 -1.083
H 0.661 -0.422 -3.084
H -0.936 -0.870 -2.904
H 0.183 -2.127 -3.486
H 0.672 2.100 2.708
H -1.061 1.982 3.131
H -0.417 4.260 2.209
H 1.476 0.084 1.461
H -1.433 3.373 1.104
*
```

---

One molecule with the formula C3H3N3O2 at a distorted geometry, computed with ωB97M-V with the def2-TZVPD basis set.

Output
SMILES: O/N=c1/cnnco1
Frontier orbital gap (eV): 9.2

The geometry in ORCA input format:
```
! wB97M-V def2-TZVPD RIJCOSX def2/J DEFGRID3
* xyz 0 1
C 0.518 -0.323 0.010
C -0.222 -0.911 -1.041
C -1.370 1.142 0.078
H 2.552 -0.487 2.039
H 0.245 -1.753 -1.472
H -1.732 2.168 0.328
N 1.689 -0.629 0.319
N -1.376 -0.551 -1.508
N -1.946 0.627 -0.971
O 1.961 0.063 1.495
O -0.317 0.654 0.724
*
```

---

One molecule with the formula C3H6N2OS3 at a distorted geometry, computed with ωB97M-V with the def2-TZVPD basis set.

Output
SMILES: OC/C(S)=N\NC(=S)S
Frontier orbital gap (eV): 8.3

The geometry in ORCA input format:
```
! wB97M-V def2-TZVPD RIJCOSX def2/J DEFGRID3
* xyz 0 1
C -1.809 -0.394 -3.028
C 0.452 0.245 -0.309
C 0.055 -0.434 1.075
N -1.298 -0.429 -1.764
N -0.140 0.107 -1.472
O -0.565 0.516 1.964
S -3.206 -1.137 -3.283
S -0.936 0.448 -4.264
S 2.105 0.837 -0.430
H 0.993 -0.615 1.549
H -0.704 -1.134 0.996
H -1.996 -0.674 -1.144
H 0.175 0.467 -3.403
H -1.529 0.469 1.934
H 2.402 0.403 0.796
*
```

---

A 3-piece molecular cluster, C27H52BF9N3O3S overall, computed with ωB97M-V with the def2-TZVPD basis set.

Output
Frontier orbital gap (alpha / beta) (eV): 5.7 / 5.6

The geometry in ORCA input format:
```
! wB97M-V def2-TZVPD RIJCOSX def2/J DEFGRID3
* xyz -1 3
C -3.950 8.739 4.847
C -4.012 10.181 4.375
O -4.570 11.002 5.091
N -3.431 10.516 3.160
C -2.236 11.329 3.334
B -3.313 9.416 2.044
C -4.790 9.118 1.390
C -4.922 7.728 0.769
C -3.970 7.510 -0.422
C -3.330 6.108 -0.484
C -1.828 6.136 -0.355
F -1.372 6.831 0.698
F -1.301 6.726 -1.474
C -1.149 4.725 -0.338
F -1.739 3.934 -1.245
F 0.137 4.843 -0.672
S -1.143 3.795 1.336
F -0.056 4.795 1.890
F 0.003 2.828 0.779
F -2.232 2.740 0.831
F -2.307 4.677 1.935
F -1.075 3.002 2.706
H -4.745 8.163 4.364
H -3.013 8.261 4.571
H -4.114 8.722 5.923
H -2.284 11.902 4.264
H -2.133 12.040 2.510
H -1.323 10.714 3.348
H -2.536 9.867 1.198
H -2.822 8.357 2.458
H -5.013 9.872 0.621
H -5.570 9.231 2.156
H -5.949 7.547 0.422
H -4.726 6.976 1.543
H -3.203 8.285 -0.424
H -4.543 7.632 -1.344
H -3.761 5.453 0.273
H -3.512 5.638 -1.452
C -0.498 -0.948 2.214
C 0.986 -1.025 1.829
C 1.198 -0.841 0.317
C 0.834 -2.064 -0.519
C 1.565 -3.301 -0.007
C 1.305 -3.577 1.476
N 1.611 -2.324 2.249
O 2.845 -2.220 2.566
C -0.133 -4.066 1.680
C 2.230 -4.679 1.981
C 1.678 0.113 2.566
H -1.060 -1.857 2.035
H -0.593 -0.713 3.274
H -0.975 -0.144 1.651
H 2.252 -0.603 0.148
H 0.622 0.031 -0.001
H -0.248 -2.223 -0.517
H 1.114 -1.883 -1.559
H 1.273 -4.187 -0.579
H 2.641 -3.164 -0.153
H -0.394 -4.077 2.739
H -0.202 -5.088 1.303
H -0.874 -3.482 1.143
H 3.274 -4.451 1.785
H 1.972 -5.610 1.472
H 2.109 -4.825 3.055
H 1.659 -0.039 3.645
H 1.136 1.034 2.340
H 2.714 0.243 2.265
C 2.694 -7.488 -1.301
C 3.129 -6.688 -2.536
C 1.937 -6.015 -3.234
C 1.071 -6.968 -4.053
C 1.921 -7.745 -5.053
C 3.066 -8.514 -4.386
N 3.847 -7.548 -3.536
O 4.752 -6.923 -4.187
C 2.516 -9.699 -3.585
C 4.013 -9.081 -5.437
C 4.091 -5.615 -2.042
H 2.276 -8.463 -1.519
H 3.546 -7.639 -0.638
H 1.940 -6.919 -0.753
H 2.326 -5.238 -3.898
H 1.337 -5.510 -2.473
H 0.521 -7.649 -3.396
H 0.317 -6.390 -4.591
H 1.309 -8.457 -5.614
H 2.347 -7.045 -5.779
H 3.289 -10.131 -2.948
H 2.190 -10.464 -4.290
H 1.654 -9.451 -2.971
H 4.377 -8.311 -6.110
H 3.475 -9.832 -6.019
H 4.873 -9.557 -4.965
H 5.014 -6.055 -1.665
H 3.610 -5.073 -1.226
H 4.351 -4.904 -2.822
*
```

---

C24H48O48S12 as an isolated structure at a distorted geometry, computed with ωB97M-V with the def2-TZVPD basis set.

Output
Frontier orbital gap (eV): 11.2

The geometry in ORCA input format:
```
! wB97M-V def2-TZVPD RIJCOSX def2/J DEFGRID3
* xyz 0 1
C 1.634 -1.955 -5.032
C 2.554 -0.668 -5.159
O 1.715 0.486 -5.240
S 0.201 -0.024 -5.575
O 0.086 -0.082 -6.993
O -0.681 0.761 -4.834
O 0.216 -1.513 -4.972
H 1.765 -2.453 -4.054
H 1.856 -2.626 -5.862
H 2.983 -0.780 -6.176
H 3.312 -0.451 -4.410
C 3.567 -4.589 2.168
C 2.496 -4.601 1.059
O 1.826 -3.327 1.201
S 2.731 -2.253 1.947
O 2.144 -1.833 3.162
O 3.104 -1.238 1.005
O 3.990 -3.245 2.286
H 4.483 -5.110 1.971
H 3.196 -4.878 3.153
H 1.728 -5.375 1.276
H 2.752 -4.702 0.023
C -5.357 0.071 -1.421
C -5.507 -1.194 -2.338
O -5.081 -2.335 -1.587
S -5.224 -1.992 -0.054
O -4.261 -2.749 0.667
O -6.578 -2.204 0.410
O -4.878 -0.487 -0.179
H -6.298 0.614 -1.335
H -4.532 0.641 -1.849
H -4.891 -1.226 -3.216
H -6.562 -1.391 -2.650
C -0.200 3.666 -5.192
C 0.152 3.238 -3.782
O 0.585 4.468 -3.044
S 0.162 5.801 -3.952
O 1.245 6.311 -4.725
O -0.575 6.614 -3.076
O -0.773 4.973 -4.925
H -0.917 3.085 -5.763
H 0.700 3.728 -5.835
H 0.919 2.527 -3.658
H -0.749 2.885 -3.282
C -2.457 -4.256 -1.529
C -2.044 -5.702 -1.278
O -1.210 -5.938 -2.382
S -0.215 -4.685 -2.511
O -0.026 -4.489 -3.895
O 0.870 -4.747 -1.630
O -1.213 -3.578 -1.875
H -2.922 -3.744 -0.626
H -3.176 -4.190 -2.315
H -2.900 -6.450 -1.287
H -1.422 -5.945 -0.420
C 0.735 6.335 0.843
C -0.680 5.839 1.269
O -0.449 4.568 2.020
S 0.909 4.705 2.787
O 1.712 3.609 2.425
O 0.734 5.153 4.147
O 1.529 5.985 1.949
H 0.582 7.427 0.663
H 1.017 5.878 -0.113
H -1.338 5.581 0.433
H -1.174 6.465 2.003
C -1.639 -3.594 3.788
C -1.538 -3.019 2.418
O -1.031 -4.024 1.532
S -1.422 -5.497 2.150
O -0.293 -6.336 1.884
O -2.699 -5.818 1.606
O -1.515 -5.063 3.618
H -2.714 -3.397 4.172
H -0.865 -3.310 4.490
H -0.829 -2.175 2.404
H -2.523 -2.611 2.128
C 3.539 2.155 0.561
C 2.438 2.922 -0.243
O 2.667 2.608 -1.662
S 4.278 2.473 -1.794
O 4.820 3.659 -2.303
O 4.530 1.289 -2.509
O 4.660 2.321 -0.294
H 3.158 1.175 0.769
H 3.586 2.684 1.507
H 2.416 4.046 -0.100
H 1.451 2.513 0.005
C -4.287 2.380 2.625
C -2.746 2.254 2.940
O -2.418 3.180 4.045
S -3.703 4.003 4.424
O -3.389 5.407 4.424
O -4.313 3.374 5.511
O -4.538 3.702 3.184
H -4.959 1.661 3.136
H -4.568 2.426 1.602
H -2.101 2.623 2.147
H -2.324 1.248 3.267
C -0.494 2.081 6.122
C -1.733 1.894 6.978
O -2.477 0.777 6.435
S -1.419 -0.162 5.770
O -2.044 -0.906 4.720
O -0.711 -0.884 6.763
O -0.565 0.983 5.153
H 0.417 2.057 6.700
H -0.482 2.966 5.496
H -2.395 2.760 6.980
H -1.377 1.635 7.927
C 6.245 -1.318 -2.085
C 5.550 -1.278 -0.707
O 4.952 -2.588 -0.567
S 4.357 -2.927 -1.971
O 3.200 -2.142 -2.083
O 4.321 -4.367 -2.021
O 5.402 -2.293 -2.872
H 7.307 -1.597 -2.113
H 6.180 -0.350 -2.609
H 4.799 -0.469 -0.697
H 6.315 -1.098 0.018
C 0.706 -0.209 -1.718
C 0.269 -0.860 -0.415
O -1.154 -0.592 -0.466
S -1.435 0.784 -1.079
O -1.542 1.700 -0.029
O -2.406 0.637 -2.090
O -0.027 1.065 -1.696
H 0.405 -0.775 -2.587
H 1.792 0.039 -1.741
H 0.670 -0.296 0.456
H 0.344 -1.939 -0.245
*
```

---

Copy entry 2 word for word.
An isolated ion of composition C7H12N and charge +1 at a distorted geometry, computed with ωB97M-V with the def2-TZVPD basis set.

Output
Frontier orbital gap (eV): 6.4

The geometry in ORCA input format:
```
! wB97M-V def2-TZVPD RIJCOSX def2/J DEFGRID3
* xyz 1 1
C 0.289 -1.629 -1.361
C 0.454 -0.687 -0.375
C 0.661 0.430 0.927
C -0.476 1.153 1.180
C 0.512 -2.994 -0.830
C 0.056 -1.284 -2.841
C -0.367 2.137 2.311
N -0.713 3.407 1.765
H -1.276 0.947 0.405
H -0.228 -3.554 -1.426
H 0.400 -3.036 0.190
H 1.542 -3.268 -1.083
H 0.661 -0.422 -3.084
H -0.936 -0.870 -2.904
H 0.183 -2.127 -3.486
H 0.672 2.100 2.708
H -1.061 1.982 3.131
H -0.417 4.260 2.209
H 1.476 0.084 1.461
H -1.433 3.373 1.104
*
```